19
Properties=species:S:1:pos:R:3:forces:R:3 method="wB97M-V/def2-TZVPD" homo_energy_ev=-7.44 charge=0 molar_mass_g_mol=113.16 homo_lumo_gap_ev=8.26 lumo_ev=0.817 de_lowest_ev=2.208 smiles=Cc1c[nH]c(C)c1.O
C -0.56972 1.78879 -1.73379 -0.119 2.621 -1.461
C -0.48438 0.95814 -0.56261 -1.309 -2.406 2.757
C -1.55699 0.45960 0.27445 -1.194 -0.024 -1.648
N -0.98841 -0.22458 1.36574 -1.423 0.437 -0.916
C 0.34127 -0.18273 1.26148 2.739 0.605 -1.416
C 0.71737 0.55411 0.04466 -0.722 -1.792 3.240
C 1.22523 -1.10435 2.09819 0.290 -0.607 -2.588
H -1.03486 1.58140 -2.68970 -0.436 -1.266 0.126
H -1.10676 2.66953 -1.41510 -0.387 0.596 0.023
H 0.37205 2.23361 -2.05822 0.448 -0.380 0.373
H -2.71783 0.29946 -0.02243 3.134 0.717 1.056
H -1.50909 -0.64840 2.15667 0.643 0.524 -1.161
H 1.76820 0.62008 -0.27501 -0.785 0.257 0.043
H 0.67872 -1.87531 2.59075 -0.689 -0.423 0.514
H 1.85271 -1.65740 1.35410 -0.549 0.146 0.311
H 1.99676 -0.78161 2.73959 0.402 1.345 1.075
H 0.88791 -1.13847 -2.08839 3.934 1.560 -0.029
H 0.03365 -2.03183 -1.10557 0.669 0.820 -0.698
O 0.09418 -1.52005 -1.93479 -4.645 -2.731 0.400